Formula: C22H37NO4P2PtS
Source: the Open Molecules 2025 dataset
Level of theory: the ωB97M-V functional and the def2-TZVPD basis

The geometry in XYZ format:
```
68
C22H37NO4P2PtS, DFT the ωB97M-V functional and the def2-TZVPD basis
Pt 0.2725 -0.0578 -1.5772
P 2.3440 -0.3658 -2.4381
P -2.0233 0.5184 -0.2200
N -0.6615 0.0563 -3.1735
H 0.0857 -1.5927 -0.9280
C 3.0353 -2.0656 -2.5963
H 4.0185 -2.0645 -3.0994
H 2.3563 -2.6818 -3.1958
H 3.1611 -2.5377 -1.6155
C 3.7427 0.5482 -1.6843
H 4.6939 0.3088 -2.1862
H 3.8477 0.3213 -0.6188
H 3.5612 1.6225 -1.7909
C 2.4240 0.2063 -4.1749
H 3.4361 0.0829 -4.5908
H 2.1532 1.2674 -4.2154
H 1.7170 -0.3636 -4.7862
C -3.1541 -0.8546 0.3355
H -4.0678 -0.4851 0.7537
H -2.5827 -1.4122 1.1215
H -3.2283 -1.5531 -0.4985
C -1.9527 1.7424 1.0780
H -2.9453 1.8687 1.5371
H -1.5551 2.6998 0.7180
H -1.2688 1.3215 1.8213
C -3.1719 1.3320 -1.4403
H -4.1336 1.5863 -0.9393
H -3.4158 0.7058 -2.3098
H -2.7670 2.2857 -1.8175
C -1.1410 0.2393 -4.3623
C -2.0990 -0.6921 -6.4579
C -1.5746 -0.8826 -5.1713
C -1.2748 1.5605 -4.9445
C -1.8052 1.7353 -6.2310
C -2.2101 0.6125 -6.9724
H -2.4142 -1.5501 -7.0417
H -1.4743 -1.8605 -4.7381
H -0.9501 2.3964 -4.3500
H -1.8975 2.7363 -6.6413
H -2.6266 0.7564 -7.9859
C 1.7861 -0.1482 1.3085
O 1.3575 0.5943 0.4233
C 2.2591 -1.5410 1.0507
H 2.4453 -2.1347 1.9593
H 3.2181 -1.4845 0.5152
H 1.5596 -2.0850 0.3728
C 2.0096 0.4108 2.6548
H 1.5434 -0.1845 3.4858
H 1.5936 1.4345 2.6506
H 3.0845 0.4249 2.8932
C 0.1638 1.1729 7.6481
C -0.1148 0.5149 6.3396
C -0.1291 -0.8883 6.1990
C -0.3972 -1.4432 4.9520
C -0.6149 -0.6169 3.8727
C -0.5623 0.7811 3.9927
C -0.3414 1.3335 5.2574
S -0.6064 -1.7613 2.4067
O 0.5277 -2.6975 2.4018
O -1.8889 -2.4967 2.3865
O -0.9310 -0.5853 0.3259
H -0.6126 0.9085 8.3787
H 1.1490 0.8813 8.0384
H 0.1528 2.2607 7.5057
H 0.0821 -1.5472 7.0381
H -0.3727 -2.5302 4.8144
H -0.5596 1.5167 3.1831
H -0.2552 2.4194 5.3734
```

For the highest occupied orbital energy (alpha / beta), the calculation gives -5.18 / -6.65 eV. For the energy above the lowest of the compared OMol25 structures with the same formula, charge and spin, the calculation gives 181.32 kJ/mol. Its HOMO-LUMO gap (alpha / beta) is 5.5101 / 5.1899 eV. Its multiplicity is 5. Its total charge is 0. The calculation puts the LUMO energy (alpha / beta) at 0.333 / -1.455 eV.

---

Formula: C22H38BBrFN2O7P2
Source: the Open Molecules 2025 dataset
Level of theory: the ωB97M-V functional and the def2-TZVPD basis

The geometry in XYZ format:
```
74
C22H38BBrFN2O7P2, DFT the ωB97M-V functional and the def2-TZVPD basis
C -3.6012 3.2755 -2.3909
C -4.2573 2.7748 -3.7565
C -4.1316 1.2115 -3.9570
C -4.8342 0.3901 -2.7919
C -4.3211 -1.1170 -2.7347
C -3.1156 -1.3292 -1.7340
C -3.2954 -2.5535 -0.7615
C -1.9290 -2.9641 -0.0437
C -2.1051 -3.1528 1.5203
C -0.7440 -3.4620 2.2668
C -0.4041 -2.4031 3.4152
C 0.5679 -1.2399 2.8844
C 1.6805 -1.0103 3.9765
C 3.0476 -0.3940 3.4335
C 2.9918 0.1188 1.9731
C 2.1685 1.3204 1.6778
C 1.3637 2.0889 2.7781
O 1.8942 2.3560 3.8251
N -0.0123 2.5286 2.6145
C -0.1716 3.9544 2.7182
O -0.8408 4.5017 1.9051
F 0.3554 4.7009 3.7176
C 2.1307 1.7897 0.2754
P 1.0904 3.2828 -0.3032
O 1.6877 3.7106 -1.8312
O -0.4709 2.7211 -0.6668
C 2.9241 1.0872 -0.7211
N 3.7034 -0.0367 -0.4521
B 4.4525 -0.6094 -1.6297
O 5.7019 -1.2310 -1.5716
O 3.8660 -0.4710 -2.9039
C 4.7145 0.5350 -3.5707
C 3.7230 -0.5217 0.8469
P 4.7245 -2.0935 1.2538
O 3.6859 -3.0816 2.1515
Br 6.4465 -1.3500 2.4965
H -2.9142 4.1559 -2.5407
H -4.4294 3.5129 -1.6762
H -2.9723 2.4502 -1.9651
H -5.3344 3.1068 -3.7491
H -3.7321 3.3193 -4.5873
H -4.6461 0.9910 -4.9380
H -3.0467 0.9162 -4.0415
H -4.6533 0.9014 -1.8116
H -5.9484 0.4209 -2.9665
H -3.9518 -1.3834 -3.7604
H -5.1826 -1.8071 -2.5154
H -2.9957 -0.4027 -1.1110
H -2.1814 -1.5254 -2.3353
H -3.6505 -3.4318 -1.3719
H -4.0824 -2.3734 0.0258
H -1.1024 -2.2291 -0.2526
H -1.5985 -3.9488 -0.4886
H -2.8238 -4.0084 1.6605
H -2.5958 -2.2150 1.9184
H 0.0818 -3.4802 1.4928
H -0.7571 -4.4868 2.7284
H -1.4039 -1.9756 3.7166
H 0.0336 -2.9575 4.2884
H -0.0679 -0.3166 2.8400
H 0.9489 -1.5950 1.8959
H 1.3356 -0.3869 4.8452
H 1.9427 -2.0130 4.4235
H 3.2683 0.5098 4.0734
H 3.8745 -1.1126 3.6426
H -0.3916 2.2151 1.7188
H 2.5907 4.0657 -1.6874
H -0.4735 1.7686 -0.4296
H 2.8716 1.4746 -1.7715
H 6.3418 -0.6213 -1.1460
H 4.1384 1.1535 -4.2971
H 5.1091 1.2182 -2.7516
H 5.6083 0.0225 -4.0057
H 4.1035 -3.2592 3.0202
```

For the highest occupied orbital energy, the calculation gives -12.23 eV. The SMILES is CCCCCCCCCCCCCCc1c(C(=O)NC(=O)F)c(P(O)O)c[n+](B(O)OC)c1P(O)Br. Its HOMO-LUMO gap is 6.6117 eV. Its total charge is +1. The calculation puts the LUMO energy at -5.615 eV.

---

Formula: C22H38N2O15
Source: the Open Molecules 2025 dataset
Level of theory: the ωB97M-V functional and the def2-TZVPD basis

The geometry in XYZ format:
```
77
C22H38N2O15, DFT the ωB97M-V functional and the def2-TZVPD basis
C 5.0399 -0.2088 -0.9062
C 4.6559 -1.6430 -1.1282
C 5.6057 -2.5092 -1.9348
O 4.7151 -3.4601 -2.5364
C 3.4932 -2.8916 -2.6198
O 2.5634 -3.3598 -3.2021
O 3.4663 -1.7272 -1.9447
H 5.3375 0.2720 -1.8390
H 4.1927 0.3233 -0.4767
H 5.8697 -0.1531 -0.2005
H 4.4189 -2.1302 -0.1771
H 6.3491 -3.0382 -1.3460
H 6.0912 -1.9370 -2.7290
C 1.8275 -4.9197 -6.2864
C 0.6258 -4.0365 -6.4639
C -0.2653 -3.8779 -5.2470
O -1.5453 -3.6276 -5.8409
C -1.5542 -4.1923 -7.0721
O -2.5199 -4.3149 -7.7551
O -0.3083 -4.5961 -7.4102
H 1.5428 -5.8727 -5.8385
H 2.3099 -5.1218 -7.2418
H 2.5377 -4.4231 -5.6253
H 0.9163 -3.0528 -6.8449
H 0.0124 -3.0551 -4.5951
H -0.3221 -4.8049 -4.6712
C -4.7312 4.4692 1.9624
C -4.7027 3.5602 3.1600
C -3.5686 3.7775 4.1442
O -3.3681 2.4613 4.6777
C -3.7992 1.5657 3.7604
O -3.6278 0.3884 3.8289
O -4.4550 2.1931 2.7624
H -3.7553 4.5049 1.4765
H -5.4663 4.1194 1.2393
H -5.0047 5.4782 2.2718
H -5.6617 3.5669 3.6863
H -3.7958 4.4652 4.9537
H -2.6559 4.0884 3.6333
C -1.3704 3.1892 2.3773
C -0.9092 4.4918 1.7958
C 0.1871 5.2234 2.5462
O -0.0887 6.5933 2.2384
C -1.4114 6.7038 1.9577
O -1.9941 7.7317 1.8332
O -1.9666 5.4757 1.8471
H -1.6019 3.3013 3.4392
H -2.2667 2.8486 1.8573
H -0.6171 2.4122 2.2546
H -0.6293 4.3752 0.7448
H 1.1951 4.9782 2.2237
H 0.0932 5.0815 3.6261
N -1.7105 -1.6642 2.4949
C -2.4598 -1.2713 1.2945
C -2.0572 -2.0894 0.0497
C -0.6599 -2.7232 0.0360
C 0.5145 -1.7989 -0.2630
O 1.1393 -1.3140 0.9513
C 0.6595 -0.2034 1.4725
O -0.1801 0.4887 1.0021
O 1.1999 0.0588 2.6828
C 2.5830 -0.2068 2.8669
N 3.3514 0.6583 1.9756
H -1.8756 -2.6526 2.6776
H -2.1026 -1.1609 3.2836
H -2.2443 -0.2141 1.1097
H -3.5486 -1.3487 1.4386
H -2.1370 -1.4323 -0.8285
H -2.7910 -2.8914 -0.1063
H -0.4422 -3.2130 0.9925
H -0.6499 -3.5101 -0.7300
H 1.3169 -2.3261 -0.7805
H 0.2156 -0.9353 -0.8670
H 2.7980 -1.2558 2.6348
H 2.7673 -0.0290 3.9330
H 4.3019 0.7643 2.3220
H 2.9273 1.5843 1.9919
```

For the highest occupied orbital energy, the calculation gives -8.94 eV. For the energy above the lowest of the compared OMol25 structures with the same formula, charge and spin, the calculation gives 0.00 kJ/mol. The SMILES is C[C@@H]1COC(=O)O1.C[C@@H]1COC(=O)O1.C[C@@H]1COC(=O)O1.C[C@@H]1COC(=O)O1.NCCCCOC(=O)OCN. Its HOMO-LUMO gap is 9.1108 eV. Its total charge is 0. The calculation puts the LUMO energy at 0.170 eV.

---

Formula: C22H39BGeN7O3V
Source: the Open Molecules 2025 dataset
Level of theory: the ωB97M-V functional and the def2-TZVPD basis

The geometry in XYZ format:
```
74
C22H39BGeN7O3V, DFT the ωB97M-V functional and the def2-TZVPD basis
V -0.0108 -0.1666 -0.0792
C 1.2845 2.9416 -0.4519
C -0.0491 3.4618 -0.9823
C -0.1812 4.9674 -0.7627
C -1.2085 2.7372 -0.3637
C -2.4908 3.2286 -0.0835
C -3.1690 2.1764 0.4890
N -2.3490 1.1166 0.5591
N -1.1393 1.4601 0.0229
B -2.5172 -0.0987 1.5374
N -2.2509 -1.4690 0.8357
C -2.9797 -2.5906 0.9290
C -2.1922 -3.6642 0.5659
C -0.9362 -3.1201 0.2587
N -0.9938 -1.7983 0.4254
C 0.3408 -3.8185 -0.1027
C 0.0984 -5.3009 -0.3770
C 1.3674 -3.6410 1.0261
N -1.4034 0.0518 2.6130
C -1.4492 0.0269 3.9539
C -0.1586 0.0792 4.4334
C 0.6559 0.1255 3.2860
N -0.1038 0.1067 2.1937
C 2.1495 0.1801 3.1860
C 2.6873 1.4886 3.7682
C 2.7911 -1.0294 3.8702
H 2.0982 3.5941 -0.7701
H 1.2793 2.9040 0.6410
H 1.5229 1.9485 -0.8344
H -0.0879 3.2763 -2.0560
H -0.2057 5.2031 0.3062
H 0.6727 5.4817 -1.2069
H -1.0871 5.3673 -1.2215
H -2.8752 4.2164 -0.2800
H -4.1809 2.1069 0.8617
H -3.6236 -0.0905 2.0061
H -4.0117 -2.5466 1.2443
H -2.4815 -4.7024 0.5249
H 0.7478 -3.3557 -1.0010
H -0.1929 -5.8256 0.5388
H -0.6850 -5.4520 -1.1235
H 1.0139 -5.7609 -0.7511
H 0.9484 -3.9851 1.9751
H 2.2679 -4.2193 0.8111
H 1.6589 -2.5971 1.1369
H -2.3939 -0.0200 4.4762
H 0.1507 0.0794 5.4677
H 2.3931 0.1502 2.1247
H 2.4757 1.5493 4.8400
H 3.7696 1.5469 3.6339
H 2.2342 2.3555 3.2830
H 2.6462 -0.9778 4.9543
H 2.3572 -1.9664 3.5129
H 3.8659 -1.0515 3.6744
C 1.3133 1.5334 -3.8926
Ge -0.3406 0.5052 -3.6381
C -1.8869 1.7054 -3.7556
C -0.4501 -0.6641 -5.2081
C -0.5156 -0.6211 -2.0529
H 1.6081 1.4279 -4.9406
H 2.1373 1.1666 -3.2718
H 1.1773 2.5976 -3.6880
H -1.6737 2.5647 -4.3993
H -2.1983 2.0714 -2.7736
H -2.7227 1.1534 -4.1948
H -0.5307 -0.0684 -6.1236
H -1.3238 -1.3179 -5.1404
H 0.4461 -1.2877 -5.2829
H 0.0083 -1.5515 -2.3173
H -1.5889 -0.8629 -2.0524
O 3.3686 0.1426 -1.5858
N 2.6838 -0.7810 -1.2271
O 2.6827 -1.9002 -1.6744
O 1.7361 -0.4933 -0.3001
```

For the highest occupied orbital energy (alpha / beta), the calculation gives -8.27 / -8.40 eV. For the energy above the lowest of the compared OMol25 structures with the same formula, charge and spin, the calculation gives 98.74 kJ/mol. Its HOMO-LUMO gap (alpha / beta) is 8.4729 / 8.9561 eV. Its multiplicity is 3. Its total charge is 0. The calculation puts the LUMO energy (alpha / beta) at 0.201 / 0.555 eV.